9
Properties=species:S:1:pos:R:3 method="wB97M-V/def2-TZVPD" charge=0
C -2.29464 -0.49236 -0.08631
N -2.97572 -1.36866 0.26494
N -1.54468 0.54596 -0.24771
N -0.33818 0.46529 -0.57850
N 2.01163 -0.44541 0.30194
N 0.70713 0.95671 -0.66077
F 1.02879 2.16088 0.25006
H 1.92237 -1.15600 -0.38361
H 1.48330 -0.66640 1.13996

***

6
Properties=species:S:1:pos:R:3 method="wB97M-V/def2-TZVPD" charge=0
C -0.25476 1.86486 1.10336
C 0.13217 0.55338 0.88600
P -0.84628 0.90687 2.38688
Cl -0.18616 3.35798 0.28780
H -0.38235 -0.36056 -1.19108
H 1.15611 0.15654 0.85845

***

18
Properties=species:S:1:pos:R:3 method="wB97M-V/def2-TZVPD" charge=0
C 1.92128 -0.82093 1.35051
C 2.33507 0.34914 0.76422
C 1.51568 1.00300 -0.11034
C 0.31991 0.46565 -0.32478
C -0.17278 -0.72809 0.32765
C 0.67034 -1.38677 1.15760
C -1.60145 -0.99524 -0.04426
C -1.90417 -0.06847 -1.15094
O -1.88243 1.24092 -0.58268
C -0.68465 0.89830 -1.31206
H 2.65956 -1.32516 1.88451
H 3.31770 0.71051 1.06697
H 1.66289 2.02186 -0.50547
H 0.32464 -2.18774 1.84577
H -2.09452 -0.65385 0.84124
H -1.92532 -2.06813 -0.11997
H -2.68201 -0.22393 -2.04092
H -0.59890 1.49955 -2.25640

***

10
Properties=species:S:1:pos:R:3 method="wB97M-V/def2-TZVPD" charge=0
C 3.54140 0.71992 1.28984
O -0.52813 1.45118 0.62784
C -0.03702 0.24616 1.15318
C 1.21218 0.25385 1.74075
O 3.54060 0.80202 2.50120
Pb 1.12550 3.21628 0.07134
H -1.29745 1.74188 1.12529
H -0.28953 -0.61881 0.52890
H 2.06710 -0.41855 1.09931
H 1.15866 0.69630 2.74171

***

15
Properties=species:S:1:pos:R:3 method="wB97M-V/def2-TZVPD" charge=0
N -1.16320 3.12254 -1.12158
C -0.75344 3.33727 -2.44392
O -1.18424 2.70668 -3.35969
H -0.71305 3.57747 -0.34032
H -2.06270 2.68667 -0.95127
H -0.02737 4.16525 -2.39716
C 1.27132 -3.43834 1.12735
S 1.62439 -1.72948 1.56717
C 0.09461 -0.91194 1.22815
H 0.88174 -3.66832 0.13536
H 0.53487 -3.85875 1.82040
H 2.17418 -4.02732 1.27428
H -0.14061 -0.86893 0.16265
H -0.74959 -1.24131 1.82324
H 0.21307 0.14850 1.47533

***

62
Properties=species:S:1:pos:R:3 method="wB97M-V/def2-TZVPD" charge=+1 multiplicity=5
C -1.32884 3.18710 -2.45547
C -1.07882 1.90235 -1.98082
C 0.26602 1.48791 -1.78794
C 1.31540 2.31382 -2.23794
C 1.03393 3.61953 -2.66957
C -0.27934 4.06169 -2.75723
C 2.69323 1.81561 -2.29222
C 2.80568 0.35535 -2.22612
C 1.71412 -0.43183 -1.81054
C 1.73383 -1.83003 -2.05825
C 2.92173 -2.42435 -2.47043
C 4.06762 -1.65713 -2.70601
C 3.99987 -0.27195 -2.61605
H -2.36503 3.50672 -2.58127
H 1.86586 4.27069 -2.94500
H -0.49890 5.07862 -3.08209
H 3.19183 2.19049 -3.19664
H 2.94661 -3.50773 -2.60739
H 4.99833 -2.14670 -2.98795
H 4.86527 0.34957 -2.85641
N 0.59356 0.22321 -1.25439
Mn -0.24263 -0.45902 0.21269
C -2.22908 0.94609 -1.72123
H -2.09540 0.01109 -2.29193
H -3.18737 1.39952 -2.00524
C 0.46692 -2.65867 -1.93498
H -0.34812 -2.22367 -2.53919
H 0.64320 -3.69065 -2.26708
P -2.35905 0.47939 0.05225
P -0.13587 -2.74660 -0.20752
C 1.17127 -3.68315 0.63949
H 0.92619 -3.79472 1.70515
H 1.28525 -4.68170 0.19547
H 2.12784 -3.15092 0.55887
C -1.60749 -3.80461 -0.23406
H -1.45193 -4.66036 -0.90741
H -1.80447 -4.17965 0.78025
H -2.48300 -3.23500 -0.57405
C -2.59853 2.05510 0.91238
H -3.64515 2.38120 0.83964
H -2.32640 1.94445 1.97060
H -1.95212 2.82278 0.47039
C -3.90055 -0.46049 0.21402
H -4.17012 -0.53864 1.27733
H -4.71351 0.05142 -0.32260
H -3.78181 -1.47430 -0.19265
H 3.51225 2.44584 -1.36352
H 4.04901 2.85051 -0.85810
N -0.75818 -1.13552 2.56300
C -0.49820 -0.18883 3.59474
C 0.80879 -0.04254 4.05696
C 1.08885 0.94738 5.00571
C 0.06621 1.78164 5.47597
C -1.23903 1.63051 4.99407
C -1.52720 0.64206 4.04415
H -0.21829 -1.99525 2.66962
H -1.74361 -1.39336 2.48633
H 1.60004 -0.69304 3.67352
H 2.10734 1.06481 5.37720
H 0.28605 2.54938 6.21962
H -2.04055 2.27790 5.35402
H -2.54352 0.51667 3.65591

***

93
Properties=species:S:1:pos:R:3 method="wB97M-V/def2-TZVPD" charge=0
Pt -2.19186 0.46957 -0.61503
O -5.65400 -2.06674 5.18331
N -5.50985 -0.86134 5.18031
O -5.92387 -0.12227 6.04819
C -4.78263 -0.24441 4.04173
C -4.64769 1.09782 4.10850
C -3.96759 1.82870 3.08818
C -3.78975 3.22331 3.14050
C -3.09995 3.83894 2.12977
C -2.60316 3.06836 1.07210
N -2.79204 1.76243 0.99547
C -3.44854 1.13203 2.00024
C -3.59194 -0.30269 1.94046
N -3.05366 -0.90048 0.86989
C -3.12133 -2.19961 0.68800
C -3.75590 -2.99818 1.64322
C -4.31344 -2.43000 2.76248
C -4.25228 -1.02884 2.94573
H -5.06041 1.62385 4.95704
H -4.18671 3.77964 3.97992
H -2.91911 4.90417 2.12991
H -2.03423 3.51798 0.27104
H -2.69524 -2.56088 -0.24185
H -3.80866 -4.06751 1.49203
H -4.80390 -3.03881 3.50054
C 2.26376 2.32040 -1.73703
C 2.78925 1.02401 -2.29003
C 4.16056 0.87886 -2.47360
C 4.70252 -0.27995 -3.01188
C 3.86310 -1.31448 -3.37974
C 2.49053 -1.19019 -3.20300
C 1.93011 -0.03845 -2.65217
P 0.11087 0.14414 -2.31366
C -0.37276 -1.56837 -2.76745
C -0.22220 -2.44435 -1.68872
C -0.50758 -3.79594 -1.80435
C -0.95863 -4.29186 -3.01778
C -1.09125 -3.43300 -4.09359
C -0.79525 -2.07242 -4.00182
C -0.97328 -1.21686 -5.22085
C -0.41052 1.39852 -3.52121
C 0.41321 1.75968 -4.59643
C 0.04020 2.75074 -5.48181
C -1.17393 3.40443 -5.29583
C -1.96900 3.07663 -4.21769
C -1.60351 2.08437 -3.29578
C -2.51251 1.89169 -2.11823
H 3.08816 2.96945 -1.44132
H 1.62092 2.15896 -0.87241
H 1.66366 2.85388 -2.47804
H 4.81257 1.69751 -2.19028
H 5.77364 -0.36757 -3.14460
H 4.26736 -2.22454 -3.80529
H 1.84766 -2.01136 -3.48745
H 0.12014 -2.05431 -0.73764
H -0.38101 -4.45123 -0.95072
H -1.19813 -5.34190 -3.13152
H -1.43600 -3.81850 -5.04674
H -1.19509 -1.83964 -6.08758
H -0.07969 -0.63596 -5.44170
H -1.79317 -0.50942 -5.07932
H 1.35434 1.24186 -4.73511
H 0.68415 3.01013 -6.31224
H -1.49021 4.17772 -5.98497
H -2.90484 3.60258 -4.06050
H -3.49853 1.59429 -2.47709
H -2.61065 2.87453 -1.63634
C 5.22069 -0.05497 4.53984
C 4.15025 -0.95282 3.91854
C 3.45309 -1.72226 5.04902
C 4.84497 -1.94854 2.97925
C 3.10913 -0.15591 3.12993
C 3.16110 1.22947 3.01033
C 2.21624 1.96383 2.28181
C 1.21555 1.25161 1.67606
O 0.17206 1.69926 0.90320
B -0.52378 0.54743 0.49961
O 0.05872 -0.58881 1.08297
C 1.14836 -0.13106 1.78394
C 2.06461 -0.85705 2.49743
H 5.93408 -0.67410 5.08723
H 4.79193 0.66035 5.24461
H 5.77571 0.49900 3.78032
H 4.18637 -2.29785 5.61895
H 2.70797 -2.41869 4.66189
H 2.94929 -1.03558 5.73239
H 5.59166 -2.52519 3.53043
H 5.34723 -1.42571 2.16312
H 4.13580 -2.65096 2.53945
H 3.96147 1.77304 3.49063
H 2.27960 3.04011 2.19742
H 1.98185 -1.93379 2.55583
O -2.74514 -0.72992 -1.98240

***

16
Properties=species:S:1:pos:R:3 method="wB97M-V/def2-TZVPD" charge=+1
C -2.74262 0.67736 0.13474
C 0.23762 -1.32626 0.41814
C 0.60039 0.80106 -0.19879
C 1.48505 -1.32437 -0.43489
C -1.94219 -0.39269 0.36091
N -3.35191 1.53618 -0.28941
N -0.59821 -0.25257 0.30985
N 1.52833 0.04671 -0.71360
N 0.44603 2.00328 0.25968
H 0.03253 -2.18358 0.92049
H 2.26837 -1.81645 0.28118
H 1.35743 -2.07949 -1.17023
H -2.40352 -1.40368 0.49411
H 2.35251 0.53729 -1.02880
H -0.43462 2.39632 0.43960
H 1.16481 2.78089 0.21701

***

46
Properties=species:S:1:pos:R:3 method="wB97M-V/def2-TZVPD" charge=+2 multiplicity=3
C 3.19477 -0.18086 -4.57771
C 2.65517 0.97227 -5.42187
C 4.55443 0.04096 -3.92865
C 3.04179 -1.57858 -5.16102
Cl 1.55949 -0.10132 -2.76042
H 5.26093 0.05480 -4.78250
H 4.81422 -0.81727 -3.26636
H 4.61353 1.01482 -3.39625
H 3.28261 1.00397 -6.33440
H 2.76704 1.92914 -4.86709
H 1.59934 0.76885 -5.70412
H 3.71045 -1.55094 -6.04821
H 2.00732 -1.79356 -5.49121
H 3.43585 -2.34516 -4.45922
C 0.14712 1.90086 0.75032
C 1.51491 1.39873 0.76678
C 2.06538 1.62119 -0.58215
H 1.97040 0.94954 1.67911
C 1.08409 2.27209 -1.42547
C -0.08327 2.43048 -0.61188
H -0.97478 2.92390 -1.00898
H -0.52252 1.90877 1.64851
H 3.09291 1.46915 -0.86607
H 1.22766 2.69162 -2.44596
C -0.26992 -2.50217 -0.20469
C -0.03974 -1.90746 1.08363
C 1.20553 -1.25320 1.05409
H -0.66431 -2.05642 1.97624
C 1.80871 -1.51866 -0.26355
C 0.85806 -2.31361 -1.03806
H 0.92187 -2.58940 -2.12023
H -1.21119 -2.98464 -0.51847
H 1.69640 -0.85973 1.98202
H 2.84787 -1.33448 -0.56663
W 0.47298 0.15198 -0.74711
Cl -4.88474 -2.50928 1.66121
C -4.23000 -0.98891 1.20582
C -4.91088 0.20002 1.41969
C -4.26417 1.38596 1.03796
C -2.99019 1.31142 0.44987
N -2.30278 0.17934 0.23330
C -2.93364 -0.95160 0.65216
H -5.88497 0.17904 1.90704
H -4.69957 2.36476 1.24962
H -2.49798 2.25492 0.20488
H -2.44240 -1.91936 0.60703

***

Number 1: electronic energy -11228.685 eV. Number 2: electronic energy -23911.427 eV. Number 3: electronic energy -11508.075 eV. Number 4: electronic energy -12510.870 eV. Number 5: electronic energy -17629.535 eV. Number 6: electronic energy -79314.792 eV. Number 7: electronic energy -73141.751 eV. Number 8: electronic energy -11247.341 eV. Number 9: electronic energy -48417.648 eV.